(1)
Entry from the Open Molecules 2025 dataset: a cluster of 6 separate species, C30H68N3O23P5 in total in a non-equilibrium geometry (wB97M-V/def2-TZVPD).

```
! wB97M-V def2-TZVPD RIJCOSX def2/J DEFGRID3
* xyz 0 1
C 3.851 -2.070 1.121
C 2.715 -1.402 0.994
C 2.167 -1.131 -0.406
C 0.818 -0.409 -0.465
C -0.026 -0.914 0.644
N -0.708 -1.279 1.489
C -0.019 -0.650 -1.770
C 0.623 -1.467 -2.901
C 1.679 -0.743 -3.733
O 3.018 -1.101 -3.348
C 3.971 -0.364 -3.928
C 5.359 -0.949 -3.814
O 3.784 0.679 -4.494
C 0.904 1.135 -0.221
O -0.366 1.729 -0.246
C 1.728 1.720 -1.303
N 2.252 2.360 -2.095
C 1.603 1.519 1.111
C 1.309 2.925 1.635
C 2.002 4.053 0.860
N 2.322 5.185 1.751
H 4.526 -2.132 0.273
H 4.190 -2.534 2.035
H 2.238 -1.033 1.891
H 2.142 -2.106 -0.875
H 2.936 -0.546 -0.912
H -0.928 -1.185 -1.502
H -0.369 0.280 -2.215
H 0.970 -2.450 -2.586
H -0.185 -1.674 -3.612
H 1.493 0.328 -3.745
H 1.554 -1.077 -4.765
H 5.443 -1.788 -4.499
H 6.074 -0.167 -4.035
H 5.515 -1.284 -2.788
H -0.796 1.554 0.598
H 2.685 1.445 0.982
H 1.370 0.818 1.912
H 0.249 3.148 1.753
H 1.738 2.969 2.639
H 1.312 4.371 0.073
H 2.912 3.698 0.380
H 1.599 5.886 1.643
H 3.153 5.606 1.354
C -1.909 -2.341 5.144
O -2.393 -1.214 5.911
P -4.009 -1.231 6.207
O -4.185 -2.471 6.985
O -4.387 -1.398 4.621
C -3.944 -0.444 3.644
O -5.435 -0.468 6.539
C -5.657 0.879 6.075
H -1.041 -2.740 5.665
H -2.664 -3.115 5.046
H -1.605 -1.997 4.155
H -3.414 -0.969 2.850
H -3.283 0.318 4.060
H -4.826 0.032 3.215
H -5.902 0.876 5.013
H -4.789 1.513 6.252
H -6.504 1.282 6.623
C 7.740 7.516 2.911
O 7.379 6.655 1.831
P 6.482 5.310 2.197
O 5.289 5.991 2.761
O 7.569 4.834 3.345
C 8.931 4.566 2.996
O 5.793 3.786 2.199
C 6.481 2.681 1.583
H 7.506 8.533 2.604
H 7.207 7.278 3.827
H 8.815 7.441 3.087
H 9.579 5.145 3.654
H 9.154 4.836 1.962
H 9.141 3.507 3.145
H 7.281 2.323 2.234
H 6.891 2.953 0.610
H 5.763 1.876 1.447
C -4.125 -3.218 -6.301
O -4.204 -1.841 -5.920
P -4.014 -1.487 -4.334
O -2.648 -1.942 -4.019
O -5.168 -2.576 -3.879
C -6.476 -2.551 -4.457
O -4.343 -0.546 -3.021
C -5.569 0.212 -2.967
H -3.458 -3.278 -7.158
H -3.751 -3.850 -5.500
H -5.115 -3.561 -6.601
H -6.710 -3.547 -4.831
H -6.551 -1.841 -5.282
H -7.205 -2.290 -3.690
H -6.404 -0.441 -2.713
H -5.770 0.720 -3.909
H -5.462 0.957 -2.183
C 5.462 2.531 -10.013
O 4.676 1.654 -9.204
P 3.054 1.736 -9.382
O 2.803 1.347 -10.777
O 2.958 3.360 -9.153
C 3.575 3.978 -8.017
O 1.602 1.441 -8.679
C 1.466 1.586 -7.248
H 6.254 1.935 -10.462
H 4.878 3.012 -10.793
H 5.914 3.293 -9.376
H 4.212 4.790 -8.368
H 4.184 3.277 -7.445
H 2.805 4.396 -7.370
H 1.389 2.641 -6.984
H 2.306 1.136 -6.720
H 0.548 1.088 -6.946
C -7.140 -8.499 6.783
O -6.343 -7.609 7.562
P -7.130 -6.632 8.611
O -7.784 -7.544 9.561
O -8.176 -6.028 7.495
C -7.698 -5.494 6.257
O -7.056 -5.238 9.460
C -6.355 -4.102 8.896
H -6.684 -9.485 6.846
H -8.168 -8.548 7.131
H -7.126 -8.172 5.742
H -8.233 -5.979 5.440
H -6.628 -5.659 6.121
H -7.902 -4.424 6.221
H -6.970 -3.619 8.138
H -5.402 -4.396 8.463
H -6.173 -3.390 9.696
*
```

The value obtained for the LUMO energy is -1.954 eV. The HOMO energy is -9.16 eV. The value obtained for the total energy is -4785.34934 Ha.


(2)
Entry from the Open Molecules 2025 dataset: a cluster of 4 separate species, C30H69BN6O9PS in total in a non-equilibrium geometry (wB97M-V/def2-TZVPD).

```
! wB97M-V def2-TZVPD RIJCOSX def2/J DEFGRID3
* xyz 1 1
C -2.208 0.319 -2.185
O -2.602 -0.861 -1.497
C -1.975 -1.069 -0.255
C -1.000 -2.252 -0.328
C 0.462 -1.853 -0.350
N 0.957 -1.427 0.974
N 0.670 -2.346 1.923
C 1.049 -2.107 3.143
C 0.706 -3.106 4.192
B -0.566 -2.642 5.056
O -0.341 -1.962 6.233
O -1.823 -2.989 4.644
C 1.761 -0.942 3.507
C 2.045 -0.022 2.532
P 2.919 1.514 3.008
N 2.017 2.779 3.011
C 1.603 -0.303 1.215
C 1.856 0.693 0.123
C 3.198 0.519 -0.637
C 3.564 -0.880 -1.108
S 2.956 -1.295 -2.772
H -2.322 0.163 -3.250
H -1.163 0.548 -1.975
H -2.847 1.156 -1.911
H -2.762 -1.319 0.454
H -1.499 -0.154 0.105
H -1.188 -2.751 -1.273
H -1.215 -2.975 0.448
H 0.607 -1.080 -1.086
H 1.064 -2.710 -0.634
H 0.513 -4.062 3.720
H 1.577 -3.206 4.834
H -0.526 -1.023 6.104
H -2.221 -2.439 3.965
H 2.071 -0.788 4.529
H 4.023 1.568 2.142
H 3.439 1.125 4.253
H 2.369 3.503 2.400
H 1.886 1.673 0.587
H 1.016 0.743 -0.559
H 3.986 0.958 -0.036
H 3.116 1.139 -1.524
H 3.297 -1.664 -0.405
H 4.642 -0.921 -1.210
H 1.986 -0.384 -2.909
C 6.803 -2.024 -7.820
O 5.873 -1.378 -8.665
C 5.530 -2.114 -9.835
C 4.095 -2.587 -9.782
N 3.912 -3.618 -8.768
C 2.521 -3.968 -8.496
C 1.602 -2.889 -7.933
O 1.923 -2.479 -6.614
C 2.910 -1.471 -6.510
H 7.106 -1.306 -7.060
H 6.369 -2.898 -7.319
H 7.692 -2.339 -8.374
H 6.214 -2.954 -9.981
H 5.642 -1.438 -10.687
H 3.821 -2.997 -10.758
H 3.465 -1.705 -9.599
H 4.342 -3.310 -7.907
H 2.531 -4.797 -7.784
H 2.075 -4.351 -9.419
H 0.599 -3.318 -7.872
H 1.528 -2.017 -8.593
H 2.889 -0.783 -7.359
H 3.911 -1.900 -6.409
H 2.704 -0.906 -5.600
C -5.504 1.316 -5.050
O -4.997 2.165 -4.037
C -4.993 3.548 -4.380
C -6.010 4.320 -3.569
N -7.371 3.972 -3.953
C -8.410 4.505 -3.074
C -8.433 4.046 -1.621
O -8.766 2.682 -1.445
C -7.693 1.768 -1.549
H -5.305 0.290 -4.746
H -6.585 1.433 -5.182
H -5.007 1.501 -6.007
H -5.162 3.683 -5.452
H -3.997 3.936 -4.146
H -5.857 5.390 -3.739
H -5.809 4.116 -2.508
H -7.457 2.965 -3.980
H -9.372 4.240 -3.518
H -8.345 5.598 -3.090
H -9.223 4.609 -1.118
H -7.501 4.280 -1.093
H -6.753 2.205 -1.200
H -7.567 1.405 -2.573
H -7.931 0.909 -0.922
C 2.030 -2.039 9.855
O 1.853 -1.014 10.811
C 2.930 -0.088 10.896
C 2.516 1.276 10.390
N 2.302 1.266 8.947
C 1.677 2.474 8.415
C 0.263 2.819 8.867
O -0.720 1.906 8.414
C -0.932 0.770 9.237
H 1.229 -2.761 10.000
H 1.970 -1.659 8.827
H 2.988 -2.548 9.991
H 3.807 -0.457 10.358
H 3.197 0.001 11.952
H 3.304 1.997 10.626
H 1.614 1.571 10.942
H 1.721 0.472 8.712
H 1.651 2.368 7.326
H 2.330 3.325 8.632
H 0.006 3.780 8.415
H 0.187 2.956 9.952
H -0.793 0.991 10.298
H -0.279 -0.057 8.946
H -1.962 0.447 9.087
*
```

The value obtained for the LUMO energy is -4.658 eV. The HOMO energy is -10.00 eV. As for the energy above the lowest of the compared OMol25 structures with the same formula, charge and spin: 0.00 kJ/mol. The value obtained for the total energy is -2954.15962 Ha.


(3)
Entry from the Open Molecules 2025 dataset: a cluster of 4 separate species, C30H69BrCl2N6O8P in total (wB97M-V/def2-TZVPD).

```
! wB97M-V def2-TZVPD RIJCOSX def2/J DEFGRID3
* xyz 1 1
C -0.637 4.423 0.386
C 0.662 3.650 0.673
C 0.458 2.670 1.835
C 1.340 3.028 -0.581
C 1.117 3.871 -1.838
C 1.027 1.566 -0.887
O -0.183 1.378 -1.664
C -1.320 1.226 -0.938
N -1.594 -0.166 -0.413
C -2.922 -0.202 -0.238
N -3.571 -1.240 0.306
N -3.569 0.878 -0.747
C -4.291 1.867 0.095
Cl -4.595 1.261 1.737
C -5.625 2.315 -0.496
C -6.615 1.173 -0.723
Cl -5.303 3.254 -1.993
C -2.590 1.457 -1.736
P -2.473 0.397 -3.321
O -2.468 1.580 -4.444
Br -4.579 -0.222 -3.523
H -1.266 3.940 -0.366
H -0.443 5.440 0.050
H -1.227 4.499 1.301
H 1.372 4.395 1.038
H 0.530 3.203 2.783
H 1.214 1.885 1.866
H -0.531 2.201 1.825
H 2.419 3.052 -0.403
H 0.074 3.875 -2.153
H 1.407 4.906 -1.662
H 1.709 3.484 -2.669
H 0.974 0.937 0.003
H 1.828 1.175 -1.512
H -1.353 1.867 -0.050
H -1.177 -0.973 -0.868
H -3.324 -1.594 1.216
H -4.386 -1.606 -0.159
H -3.623 2.718 0.222
H -6.029 3.039 0.207
H -7.478 1.288 -0.069
H -6.146 0.207 -0.542
H -6.987 1.205 -1.743
H -2.760 2.504 -1.965
H -1.656 2.105 -4.441
C 5.177 1.752 -2.866
O 4.534 1.154 -1.756
C 4.770 -0.244 -1.611
C 5.679 -0.543 -0.439
N 7.034 -0.088 -0.683
C 7.928 -0.148 0.473
C 7.562 0.664 1.708
O 7.648 2.069 1.546
C 6.526 2.689 0.961
H 4.753 2.749 -2.986
H 6.257 1.851 -2.722
H 5.001 1.182 -3.783
H 5.179 -0.657 -2.538
H 3.802 -0.720 -1.426
H 5.691 -1.627 -0.282
H 5.224 -0.091 0.456
H 7.010 0.859 -1.038
H 8.912 0.186 0.137
H 8.040 -1.195 0.764
H 8.289 0.414 2.483
H 6.573 0.396 2.105
H 5.595 2.188 1.248
H 6.582 2.716 -0.133
H 6.496 3.718 1.321
C -14.320 -0.431 -0.618
O -14.153 0.967 -0.736
C -14.490 1.714 0.426
C -13.257 2.294 1.086
N -12.432 1.251 1.675
C -11.119 1.678 2.133
C -10.151 2.272 1.114
O -9.660 1.345 0.156
C -10.512 1.101 -0.950
H -14.237 -0.849 -1.619
H -13.557 -0.895 0.019
H -15.304 -0.683 -0.212
H -15.053 1.095 1.130
H -15.134 2.539 0.109
H -13.573 2.984 1.874
H -12.728 2.885 0.325
H -12.328 0.494 1.013
H -10.630 0.811 2.584
H -11.255 2.414 2.932
H -9.273 2.617 1.667
H -10.570 3.146 0.603
H -11.075 1.995 -1.227
H -11.215 0.287 -0.760
H -9.879 0.810 -1.790
C 11.410 -7.002 2.890
O 11.279 -7.158 1.493
C 10.156 -7.919 1.071
C 9.111 -7.048 0.408
N 8.472 -6.160 1.367
C 7.618 -5.132 0.789
C 8.239 -4.121 -0.169
O 9.139 -3.214 0.437
C 10.462 -3.683 0.619
H 12.402 -6.595 3.076
H 10.667 -6.314 3.309
H 11.320 -7.961 3.408
H 9.725 -8.466 1.916
H 10.513 -8.649 0.340
H 8.349 -7.695 -0.038
H 9.606 -6.511 -0.413
H 9.181 -5.723 1.940
H 7.178 -4.570 1.617
H 6.791 -5.627 0.267
H 7.426 -3.505 -0.565
H 8.717 -4.603 -1.031
H 10.760 -4.364 -0.184
H 10.595 -4.192 1.577
H 11.119 -2.814 0.604
*
```

The value obtained for the LUMO energy is -3.406 eV. The HOMO energy is -9.89 eV. The value obtained for the total energy is -5950.32234 Ha.


(4)
Entry from the Open Molecules 2025 dataset: a cluster of 4 separate species, C30H69IN10O3P3 in total in a non-equilibrium geometry (wB97M-V/def2-TZVPD).

```
! wB97M-V def2-TZVPD RIJCOSX def2/J DEFGRID3
* xyz -1 1
C 0.617 8.087 -0.901
C -0.310 6.912 -0.641
N -1.209 6.672 -1.502
C -0.106 6.157 0.656
C -0.473 4.681 0.542
I -0.646 4.006 2.664
C 0.640 3.855 -0.142
C 2.085 4.170 0.195
C 2.681 3.899 1.422
C 4.016 4.179 1.691
C 4.820 4.739 0.711
C 4.246 5.000 -0.526
C 2.906 4.743 -0.800
C 2.408 5.065 -2.193
H 0.616 8.290 -1.971
H 0.144 8.951 -0.420
H 1.608 7.942 -0.476
H -1.747 5.871 -1.146
H -0.785 6.603 1.392
H 0.911 6.381 1.029
H 0.471 2.813 0.151
H 0.458 3.898 -1.216
H 2.108 3.429 2.209
H 4.413 3.944 2.671
H 5.867 4.932 0.915
H 4.898 5.407 -1.293
H 2.104 4.157 -2.719
H 3.196 5.534 -2.782
H 1.551 5.739 -2.139
O 1.566 0.078 1.013
P 0.333 -0.719 1.343
N 0.861 -1.295 2.893
C 0.642 -2.603 3.460
C 1.048 -0.259 3.908
N 0.538 -1.897 0.056
C 1.033 -3.233 0.314
C 1.255 -1.384 -1.111
N -1.287 -1.184 1.559
C -2.041 -0.464 2.586
C -2.010 -2.293 0.972
H -0.411 -2.817 3.710
H 1.212 -2.705 4.385
H 1.015 -3.401 2.822
H 0.097 0.143 4.280
H 1.624 0.574 3.502
H 1.606 -0.641 4.765
H 2.041 -3.231 0.758
H 1.078 -3.800 -0.620
H 0.359 -3.805 0.953
H 2.339 -1.359 -0.948
H 0.931 -0.378 -1.364
H 1.059 -2.024 -1.977
H -1.952 -0.946 3.567
H -3.102 -0.409 2.337
H -1.685 0.564 2.675
H -1.842 -3.218 1.533
H -1.758 -2.451 -0.073
H -3.087 -2.104 0.980
O 6.034 0.108 -3.654
P 6.685 -0.707 -2.570
N 5.752 -2.156 -2.750
C 5.303 -3.040 -1.699
C 5.886 -2.828 -4.037
N 6.189 0.269 -1.221
C 5.136 -0.155 -0.307
C 5.925 1.673 -1.547
N 7.930 -1.415 -1.640
C 8.773 -2.405 -2.305
C 8.193 -1.281 -0.221
H 6.116 -3.592 -1.198
H 4.621 -3.786 -2.110
H 4.718 -2.523 -0.945
H 6.856 -3.335 -4.150
H 5.786 -2.111 -4.854
H 5.104 -3.576 -4.177
H 4.175 -0.304 -0.814
H 4.989 0.600 0.468
H 5.403 -1.063 0.237
H 4.938 1.800 -2.004
H 6.670 2.078 -2.229
H 5.947 2.276 -0.637
H 8.365 -3.418 -2.210
H 9.783 -2.414 -1.893
H 8.868 -2.175 -3.367
H 7.581 -1.976 0.362
H 8.033 -0.268 0.135
H 9.242 -1.508 -0.002
O -6.029 -3.350 0.685
P -7.509 -3.121 0.555
N -7.547 -2.596 -1.091
C -8.396 -1.577 -1.666
C -7.111 -3.587 -2.071
N -7.617 -1.798 1.692
C -7.796 -0.423 1.258
C -6.567 -1.802 2.712
N -9.181 -3.418 0.690
C -9.723 -4.518 -0.106
C -10.194 -2.644 1.380
H -9.464 -1.848 -1.700
H -8.088 -1.376 -2.693
H -8.296 -0.621 -1.162
H -7.850 -4.388 -2.218
H -6.174 -4.049 -1.756
H -6.923 -3.127 -3.042
H -6.976 -0.075 0.615
H -7.843 0.237 2.128
H -8.746 -0.274 0.745
H -5.620 -1.405 2.328
H -6.382 -2.806 3.086
H -6.872 -1.183 3.559
H -10.039 -4.184 -1.101
H -10.584 -4.978 0.378
H -8.976 -5.303 -0.233
H -10.554 -1.820 0.756
H -9.841 -2.255 2.330
H -11.058 -3.270 1.622
*
```

The value obtained for the LUMO energy is 1.660 eV. The HOMO energy is -2.58 eV. The value obtained for the total energy is -3279.35925 Ha.